*w*
Computed, not measured: 2 unconnected molecules or ions with the total composition C4H9NO3, with the ωB97M-V functional and the def2-TZVPD basis.

XYZ file:
```
17
C4H9NO3 | the Open Molecules 2025 dataset | the ωB97M-V functional and the def2-TZVPD basis
C -1.011 -2.112 -0.729
C 1.710 0.443 1.408
C 0.608 1.035 0.580
N -0.074 -1.842 -1.586
C 0.047 2.228 0.848
O 0.045 0.258 -0.365
O -2.315 -2.136 -0.960
O -0.971 2.733 0.081
H -2.541 -1.753 -1.821
H -1.108 2.069 -0.614
H -0.756 -2.195 0.317
H 0.437 -0.768 -1.162
H -0.366 -1.672 -2.545
H 0.310 2.855 1.686
H 1.406 -0.517 1.835
H 2.599 0.275 0.794
H 1.981 1.099 2.236
```

The HOMO energy is -6.717 eV. The calculation puts the gap between HOMO and LUMO at 6.70 eV. As for the LUMO energy: -0.0008 Eh. Its total charge is 0.

---

*x*
Computed, not measured: 2 unconnected molecules or ions with the total composition C4H9NO3, with the ωB97M-V functional and the def2-TZVPD basis.

XYZ file:
```
17
C4H9NO3 | the Open Molecules 2025 dataset | the ωB97M-V functional and the def2-TZVPD basis
C -1.864 -0.447 0.795
C 1.719 1.628 -0.110
C 1.637 -0.895 -0.311
N -1.625 -0.600 -0.437
C 1.602 0.303 0.598
O -2.790 -0.629 -1.249
O -3.050 -0.315 1.375
O 1.456 0.212 1.791
H -2.445 -0.765 -2.138
H -3.737 -0.358 0.690
H -1.017 -0.413 1.464
H 1.552 2.446 0.584
H 0.993 1.672 -0.918
H 2.714 1.721 -0.541
H 1.931 -1.783 0.242
H 0.621 -1.040 -0.679
H 2.301 -0.737 -1.155
```

The HOMO energy is -9.581 eV. The calculation puts the gap between HOMO and LUMO at 10.18 eV. As for the SMILES: CC(C)=O.O/C=N\O. As for the LUMO energy: 0.0220 Eh. Its total charge is 0.

---

So which one wins? Going from most stable to least: *x*, *w*.

---

*w*
Computed, not measured: 2 unconnected molecules or ions with the total composition C4H9NO3, with the ωB97M-V functional and the def2-TZVPD basis.

XYZ file:
```
17
C4H9NO3 | the Open Molecules 2025 dataset | the ωB97M-V functional and the def2-TZVPD basis
C 0.431 1.968 -0.852
N -0.063 0.729 -0.512
C 0.244 -0.503 -1.233
C -1.285 0.646 0.310
C -1.176 -0.021 1.672
O -1.995 -0.840 2.057
O -0.114 2.944 -0.392
H 1.155 2.088 -1.766
H -0.278 -1.385 -0.739
H 0.004 -0.496 -2.318
H 1.321 -0.763 -1.326
H -2.138 0.115 -0.248
H -1.570 1.724 0.560
H -0.360 0.270 2.316
H 1.585 -1.551 1.166
H 2.085 -2.935 0.753
O 2.153 -1.990 0.554
```

The HOMO energy is -9.586 eV. The calculation puts the gap between HOMO and LUMO at 10.11 eV. As for the SMILES: CN(C=O)CC=O.O. As for the LUMO energy: 0.0192 Eh. Its total charge is 0.

---

*x*
Computed, not measured: 2 unconnected molecules or ions with the total composition C4H9NO3, with the ωB97M-V functional and the def2-TZVPD basis.

XYZ file:
```
17
C4H9NO3 | the Open Molecules 2025 dataset | the ωB97M-V functional and the def2-TZVPD basis
C -1.232 -1.356 -0.628
C 1.074 1.194 0.538
C -0.369 -0.722 0.053
C -0.252 0.723 0.007
N 1.973 -1.586 -1.155
O 3.092 -1.245 -0.842
O 1.697 -2.902 -1.455
O -0.358 1.252 -1.320
H -1.744 -2.349 -0.464
H -1.840 -0.874 -1.467
H 0.605 -2.669 -1.790
H 1.380 0.476 1.409
H 2.003 1.086 -0.048
H 1.009 2.164 0.823
H 0.168 -1.160 0.942
H -1.160 1.180 0.511
H 0.534 1.354 -1.638
```

The HOMO energy is -9.846 eV. The calculation puts the gap between HOMO and LUMO at 9.97 eV. As for the SMILES: C=C[C@@H](C)O.O=NO. As for the LUMO energy: 0.0044 Eh. Its total charge is 0.

---

*y*
Computed, not measured: a single C4H9NO3 molecule, with the ωB97M-V functional and the def2-TZVPD basis.

XYZ file:
```
17
C4H9NO3 | the Open Molecules 2025 dataset | the ωB97M-V functional and the def2-TZVPD basis
O 0.411 -1.157 1.417
C 0.554 -0.273 0.600
N 1.002 0.971 1.020
C 0.625 2.167 0.374
O -0.792 2.488 0.525
C 0.322 -0.519 -0.875
C -0.999 -1.259 -1.112
O -0.761 -2.517 -1.715
H 1.159 1.012 2.014
H 0.796 2.158 -0.668
H 1.155 3.017 0.807
H -1.174 1.841 1.132
H 1.108 -1.181 -1.235
H 0.300 0.409 -1.411
H -1.697 -0.652 -1.696
H -1.529 -1.443 -0.184
H -1.175 -2.612 -2.580
```

The HOMO energy is -10.073 eV. The calculation puts the gap between HOMO and LUMO at 10.85 eV. As for the SMILES: O=C(CCO)NCO. As for the LUMO energy: 0.0286 Eh. Its total charge is 0.

---

*z*
Computed, not measured: a single C4H9NO3 molecule, with the ωB97M-V functional and the def2-TZVPD basis.

XYZ file:
```
17
C4H9NO3 | the Open Molecules 2025 dataset | the ωB97M-V functional and the def2-TZVPD basis
C 1.737 -1.589 -0.079
C -0.707 0.562 -0.532
C 1.110 1.958 0.137
C -2.594 -0.596 0.182
H 0.879 -1.693 0.887
H 2.885 -1.365 0.341
H 1.634 -2.290 -1.140
H 0.923 2.111 1.370
H 1.644 3.103 -0.162
H 1.897 0.957 -0.028
H -3.710 -0.436 0.778
H -2.775 -1.302 -0.574
H -1.873 -1.034 1.030
N -0.199 -0.651 -0.666
O 1.158 -0.232 -0.516
O -0.053 1.841 -0.458
O -1.957 0.654 -0.569
```

The HOMO energy is -8.881 eV. The calculation puts the gap between HOMO and LUMO at 9.54 eV. As for the SMILES: CON=C(OC)OC. As for the LUMO energy: 0.0243 Eh. Its total charge is 0.

---

So which one wins? Going from most stable to least: *y*, *w*, *x*, *z*.

---

*w*
Computed, not measured: a single C4H9NO3 molecule, with the ωB97M-V functional and the def2-TZVPD basis.

XYZ file:
```
17
C4H9NO3 | the Open Molecules 2025 dataset | the ωB97M-V functional and the def2-TZVPD basis
O -1.644 0.628 -0.426
C -0.617 0.057 -0.470
N -0.548 -1.236 -1.053
C 0.453 -2.238 -0.710
O 0.499 -2.701 0.634
C 0.675 0.702 0.021
C 0.338 1.716 1.126
O 0.380 3.053 0.639
H -1.451 -1.615 -1.328
H 1.453 -1.937 -0.964
H 0.282 -3.308 -1.250
H 0.485 -2.033 1.276
H 1.000 1.378 -0.854
H 1.596 0.185 0.275
H 1.021 1.619 2.031
H -0.758 1.755 1.409
H 1.237 3.348 0.197
```

The HOMO energy is -10.172 eV. The calculation puts the gap between HOMO and LUMO at 10.85 eV. As for the SMILES: O=C(CCO)NCO. As for the LUMO energy: 0.0250 Eh. Its total charge is 0.

---

*x*
Computed, not measured: a single C4H9NO3 molecule, with the ωB97M-V functional and the def2-TZVPD basis.

XYZ file:
```
17
C4H9NO3 | the Open Molecules 2025 dataset | the ωB97M-V functional and the def2-TZVPD basis
C 1.930 0.327 -1.576
C -0.404 -0.061 -1.396
C -1.533 0.514 1.529
C -0.798 -0.664 2.089
H 2.814 0.347 -0.965
H 1.907 1.298 -1.967
H 2.062 -0.455 -2.310
H -0.505 0.956 -1.812
H -0.397 -0.739 -2.202
H -1.703 1.355 2.193
H -1.438 -1.484 1.850
H -0.863 -0.626 3.138
H 0.543 -0.398 0.718
N -1.736 0.753 0.320
O 0.888 -0.063 -0.808
O -1.332 -0.444 -0.437
O 0.564 -0.615 1.635
```

The HOMO energy is -10.035 eV. The calculation puts the gap between HOMO and LUMO at 10.98 eV. As for the SMILES: COCO/N=C\CO. As for the LUMO energy: 0.0347 Eh. Its total charge is 0.

---

*y*
Computed, not measured: a single C4H9NO3 molecule, with the ωB97M-V functional and the def2-TZVPD basis.

XYZ file:
```
17
C4H9NO3 | the Open Molecules 2025 dataset | the ωB97M-V functional and the def2-TZVPD basis
C 0.574 0.036 -1.905
C 0.248 0.319 -0.498
C 0.839 -0.770 0.464
C -1.261 0.230 -0.310
H 0.508 -1.156 -1.793
H 1.624 0.293 -2.468
H -0.146 0.278 -2.911
H 0.690 1.248 -0.219
H 1.915 -1.050 0.196
H 0.313 -1.786 0.453
H 1.868 -0.271 2.354
H -2.810 0.637 0.932
H -0.266 0.867 2.046
N -1.757 0.454 1.010
O 0.825 -0.432 1.900
O -2.077 -0.308 -1.042
O -1.087 1.413 1.789
```

The HOMO energy is -9.076 eV. The calculation puts the gap between HOMO and LUMO at 9.22 eV. As for the SMILES: C[C@H](CO)C(=O)NO. As for the LUMO energy: 0.0052 Eh. Its total charge is 0.

---

So which one wins? Going from most stable to least: *w*, *x*, *y*.